C32H28N2O2S | the ωB97M-V functional and the def2-TZVPD basis

```
65
Properties=species:S:1:pos:R:3:forces:R:3
C -3.721 -1.104 -4.150 0.273 -0.043 0.257
C -4.630 -0.306 -3.446 0.192 -0.138 0.066
C -4.432 -0.043 -2.080 0.170 0.315 -0.070
C -3.319 -0.575 -1.421 0.027 -0.828 -0.266
S -3.017 -0.526 0.365 1.146 -0.591 -0.093
C -1.387 0.545 0.653 -2.406 1.799 -0.650
C -1.821 1.640 1.714 0.400 0.316 -0.298
C -1.407 2.997 1.556 0.497 -0.564 0.181
C -1.493 3.905 2.628 -0.269 -0.246 -0.797
C -2.103 3.523 3.824 0.642 0.080 -0.286
C -2.628 2.241 3.940 -0.210 0.288 -0.318
C -2.566 1.341 2.863 0.869 -0.302 0.557
O -4.225 0.078 0.872 0.401 0.233 0.291
O -2.614 -1.854 0.787 -0.433 0.366 -0.091
C -2.502 -1.459 -2.103 0.793 -0.078 -0.457
C -2.645 -1.682 -3.469 -0.407 0.063 -0.145
H -3.831 -1.296 -5.222 -0.136 0.147 0.428
H -5.499 0.090 -3.981 0.318 -0.022 0.388
H -5.123 0.587 -1.536 -0.027 -0.035 0.014
H -1.580 1.105 -0.304 1.381 -0.464 0.442
H -0.881 3.322 0.636 -0.369 -0.372 0.612
H -1.075 4.912 2.493 -0.286 -0.444 0.131
H -2.087 4.226 4.657 -0.215 -0.281 -0.110
H -3.087 1.972 4.888 -0.090 -0.203 -0.292
H -3.001 0.350 2.986 0.198 0.223 0.029
H -1.694 -1.952 -1.579 -0.067 -0.024 0.070
H -1.942 -2.333 -3.996 -0.295 0.194 0.230
C 2.494 3.768 2.699 0.045 0.103 0.447
N 2.176 2.638 1.871 0.418 -0.002 0.042
C 1.221 1.680 2.072 -0.224 0.246 -0.916
C 1.212 0.802 1.003 -0.156 -0.494 1.330
C 0.044 -0.201 0.866 -0.411 -0.338 0.294
C 0.411 -1.206 -0.217 0.387 0.221 -0.035
C 0.713 -1.015 -1.556 -0.779 -0.665 0.768
N 0.954 -2.252 -2.151 0.133 -0.112 0.435
C 1.234 -2.551 -3.538 0.176 0.148 -0.181
C 0.953 -3.232 -1.162 0.068 0.608 -0.199
C 0.688 -2.588 0.075 -0.390 -0.453 -0.768
C 0.728 -3.361 1.232 0.181 -0.967 -0.019
C 0.978 -4.739 1.117 -0.245 0.440 0.641
C 1.177 -5.366 -0.117 0.193 0.665 -0.711
C 1.192 -4.599 -1.288 -0.067 -0.399 0.718
C 2.470 1.048 0.265 -0.169 1.034 -0.072
C 2.963 2.286 0.787 -0.484 -0.435 0.971
C 4.138 2.924 0.427 0.768 0.130 -0.819
C 4.901 2.384 -0.607 -0.757 -0.087 0.531
C 4.475 1.162 -1.147 -0.327 -0.338 -0.018
C 3.331 0.468 -0.683 0.585 0.028 -0.701
H 3.298 4.336 2.236 -0.208 -0.043 0.120
H 1.648 4.442 2.828 -0.152 -0.104 0.021
H 2.848 3.434 3.674 -0.030 0.084 0.155
H 0.547 1.695 2.938 0.360 0.228 -0.595
H -0.127 -0.778 1.853 0.437 0.848 -1.510
H 0.751 -0.083 -2.113 -0.150 -0.331 -0.055
H 1.344 -3.632 -3.671 -0.071 0.336 0.146
H 0.425 -2.223 -4.199 0.125 0.098 0.110
H 2.177 -2.090 -3.848 -0.132 0.032 -0.086
H 0.609 -2.903 2.207 -0.137 -0.110 -0.004
H 1.001 -5.358 2.017 0.013 0.298 -0.232
H 1.382 -6.434 -0.181 -0.124 0.257 0.111
H 1.395 -5.074 -2.239 -0.025 0.049 0.010
H 4.485 3.827 0.924 -0.128 -0.236 -0.136
H 5.820 2.883 -0.926 -0.366 -0.274 -0.007
H 5.062 0.756 -1.976 -0.207 -0.219 0.439
H 3.194 -0.550 -1.048 -0.250 0.363 -0.049
```
Positions in Å, forces in eV/Å.

Output
Energy relative to the best compared isomer or geometry (same formula, charge and spin) = 0.00 kcal per mole
Frontier orbital gap = 0.3035 Eh
2S+1 = 1
E_LUMO = 0.62 eV
SMILES string = Cn1cc(C(c2cn(C)c3ccccc23)[C@H](c2ccccc2)S(=O)(=O)c2ccccc2)c2ccccc21
Energy = -1894.31576 Eh

Atom charges from the Löwdin analysis, given in e for atoms 1 to 8: C -0.08; C -0.07; C -0.05; C -0.27; S 0.75; C -0.14; C -0.23; C -0.06